*A*
DFT (ωB97M-V/def2-TZVPD) results for a gas-phase ion, C5H13N3 (charge +2).

The geometry in ORCA input format:
```
! wB97M-V def2-TZVPD RIJCOSX def2/J DEFGRID3
* xyz 2 1
C -1.957 -0.197 -1.254
C -0.753 -0.645 -0.738
C 0.380 1.212 0.959
C -0.539 -2.022 -0.071
C 0.362 0.426 -0.603
N 1.438 1.135 1.719
N -0.929 1.497 1.221
N 1.659 -0.180 -0.900
H -2.043 0.896 -1.465
H -2.850 -0.828 -1.507
H 0.139 -2.611 -0.622
H -0.203 -2.063 0.954
H -1.447 -2.553 -0.131
H 0.189 1.249 -1.305
H 2.324 0.818 1.549
H 1.204 1.470 2.736
H -1.545 1.469 0.368
H -1.314 1.947 2.024
H 1.736 -1.124 -0.404
H 2.439 0.490 -0.649
H 1.710 -0.388 -1.879
*
```

- orbital gap (eV) = 9.83
- SMILES = C=C(C)[C@H]([NH3+])C(N)=[NH2+]
- lowest unoccupied orbital energy (eV) = -8.042

Löwdin population analysis, charges in e, atoms 1 to 8:
1 C 0.121
2 C -0.273
3 C -0.175
4 C -0.017
5 C -0.160
6 N 0.242
7 N 0.232
8 N 0.223

*B*
DFT (ωB97M-V/def2-TZVPD) results for a gas-phase ion, C5H13N3 (charge +2).

The geometry in ORCA input format:
```
! wB97M-V def2-TZVPD RIJCOSX def2/J DEFGRID3
* xyz 2 1
C -1.168 0.134 0.882
C 1.545 1.183 -0.667
C 1.155 -0.101 0.021
C 1.469 -1.448 -0.556
C -3.378 0.001 -0.277
N 0.128 0.044 1.028
N -1.910 0.146 -0.132
N 2.413 0.571 0.468
H -1.732 0.415 1.716
H 1.938 1.133 -1.632
H 1.097 2.163 -0.432
H 1.996 -2.042 0.274
H 2.277 -1.373 -1.340
H 0.495 -1.969 -0.764
H -3.833 0.283 0.627
H -3.465 -1.182 -0.434
H -3.864 0.590 -1.111
H 0.608 0.084 1.889
H -1.502 0.063 -1.049
H 3.219 0.129 0.177
H 2.514 1.176 1.312
*
```

- orbital gap (eV) = 11.97
- SMILES = C/[NH+]=C/N[C@@]1(C)C[NH2+]1
- lowest unoccupied orbital energy (eV) = -7.090

Löwdin population analysis, charges in e, atoms 1 to 8:
1 C -0.094
2 C 0.116
3 C -0.425
4 C 0.035
5 C 0.027
6 N 0.163
7 N 0.051
8 N 0.216

*C*
DFT (ωB97M-V/def2-TZVPD) results for 2 unconnected molecules or ions with the total composition C5H13N3.

The geometry in ORCA input format:
```
! wB97M-V def2-TZVPD RIJCOSX def2/J DEFGRID3
* xyz 2 1
C -0.753 -0.246 0.430
C -1.175 -0.362 2.836
C -1.688 0.646 3.801
C 0.037 -0.979 -2.669
C 1.523 0.237 -1.037
N -1.092 -0.292 1.560
N -0.100 1.407 -2.158
N 0.623 0.313 -2.059
H -1.231 -0.430 -0.451
H -0.820 -1.302 3.209
H -2.376 0.068 4.327
H -1.810 1.688 3.525
H -0.793 0.758 4.516
H -1.106 -0.920 -2.541
H 0.131 -0.889 -3.770
H 0.619 -1.837 -2.332
H 2.320 1.119 -0.854
H 0.793 0.210 -0.115
H 2.038 -0.727 -0.976
H -0.707 1.496 -2.929
H 0.225 2.235 -1.729
*
```

- orbital gap (spin up / spin down) (eV) = 8.13 / 7.31
- lowest unoccupied orbital energy (spin up / spin down) (eV) = -9.414 / -10.286

Löwdin population analysis, charges in e, atoms 1 to 8:
1 C 0.191
2 C -0.002
3 C 0.025
4 C 0.068
5 C -0.040
6 N 0.133
7 N 0.223
8 N -0.236

Relative energy of each structure, in eV: *A* 0.000; *B* 0.165; *C* 4.428.

*A*
DFT (ωB97M-V/def2-TZVPD) results for a molecular structure, C4H8NOS.

The geometry in ORCA input format:
```
! wB97M-V def2-TZVPD RIJCOSX def2/J DEFGRID3
* xyz -1 1
O -1.657 0.536 -1.588
C -0.718 1.319 -1.061
N -0.337 1.664 0.240
C -0.033 0.314 0.308
C 1.097 -0.349 -0.380
S 3.058 -2.753 0.061
C -0.758 -0.433 1.422
H -2.054 0.989 -0.723
H -0.194 1.995 -1.771
H 1.563 -1.171 0.246
H 1.935 0.357 -0.493
H 0.869 -0.739 -1.361
H -0.766 -1.514 1.263
H -0.274 -0.261 2.389
H -1.732 0.046 1.449
*
```

- orbital gap (eV) = 3.86
- lowest unoccupied orbital energy (eV) = 1.589

Löwdin population analysis, charges in e, atoms 1 to 8:
1 O 0.006
2 C -0.413
3 N 0.014
4 C -0.484
5 C -0.152
6 S -0.440
7 C -0.054
8 H 0.149

*B*
DFT (ωB97M-V/def2-TZVPD) results for a gas-phase ion, C4H8NOS (charge -1).

The geometry in ORCA input format:
```
! wB97M-V def2-TZVPD RIJCOSX def2/J DEFGRID3
* xyz -1 1
O 0.450 1.828 -2.102
C 0.037 1.029 -1.286
N 0.980 0.334 -0.580
C 0.654 -0.865 0.321
C 0.519 -0.357 1.764
S -0.696 -1.287 2.807
C -1.322 0.406 -1.194
H 1.930 0.693 -0.559
H -0.254 -1.459 0.087
H 1.536 -1.459 0.378
H 1.442 -0.234 2.224
H 0.080 0.591 1.650
H -1.663 0.368 -0.159
H -1.495 -0.530 -1.783
H -2.200 0.943 -1.568
*
```

- orbital gap (eV) = 6.26
- SMILES = CC(=O)NCC[S-]
- lowest unoccupied orbital energy (eV) = 3.689

Löwdin population analysis, charges in e, atoms 1 to 8:
1 O 0.001
2 C -0.564
3 N 0.047
4 C -0.260
5 C -0.770
6 S 0.033
7 C -0.030
8 H 0.134

Relative energy of each structure, in eV: *A* 7.882; *B* 0.000.

*A*
DFT (ωB97M-V/def2-TZVPD) results for CH3NO2S2 in the gas phase.

The geometry in ORCA input format:
```
! wB97M-V def2-TZVPD RIJCOSX def2/J DEFGRID3
* xyz 0 1
C 1.642 -0.029 0.044
N -0.832 -0.343 0.811
O -2.739 1.240 0.512
O -2.049 -0.157 -1.476
S 0.521 -1.321 0.127
S -1.884 0.292 -0.085
H 2.505 -0.547 0.476
H 1.121 0.735 0.651
H 1.716 0.129 -1.062
*
```

- orbital gap (eV) = 8.73
- SMILES = CSN=S(=O)=O
- lowest unoccupied orbital energy (eV) = -0.413

Löwdin population analysis, charges in e, atoms 1 to 8:
1 C -0.454
2 N -0.534
3 O -0.265
4 O -0.318
5 S 0.780
6 S 0.666
7 H 0.030
8 H 0.046

*B*
DFT (ωB97M-V/def2-TZVPD) results for CH3NO2S2 in the gas phase.

The geometry in ORCA input format:
```
! wB97M-V def2-TZVPD RIJCOSX def2/J DEFGRID3
* xyz 0 1
C -0.613 -0.345 -0.135
N 0.408 0.498 0.097
O 1.021 1.381 -0.779
O 1.379 0.204 0.976
S -1.608 -0.004 -1.611
S -0.962 -1.378 1.199
H 0.311 2.009 -1.195
H 2.044 -0.499 0.816
H -1.981 -1.867 0.632
*
```

- orbital gap (eV) = 8.57
- SMILES = ON(O)C(=S)S
- lowest unoccupied orbital energy (eV) = -0.076

Löwdin population analysis, charges in e, atoms 1 to 8:
1 C -1.057
2 N -0.358
3 O -0.004
4 O -0.012
5 S 0.445
6 S 0.858
7 H 0.145
8 H 0.145

*C*
DFT (ωB97M-V/def2-TZVPD) results for 2 unconnected molecules or ions with the total composition CH3NO2S2.

The geometry in ORCA input format:
```
! wB97M-V def2-TZVPD RIJCOSX def2/J DEFGRID3
* xyz 0 1
C 0.232 -0.072 -0.782
N 0.615 1.087 -0.359
O 0.005 2.141 -0.356
O 2.000 1.191 -0.027
S -2.676 0.105 -0.355
S 0.907 -1.528 -0.293
H -2.529 0.175 0.968
H 2.191 2.138 0.086
H 0.509 -2.226 -1.366
*
```

- orbital gap (spin up / spin down) (eV) = 7.44 / 7.13
- lowest unoccupied orbital energy (spin up / spin down) (eV) = -1.810 / -1.858

Löwdin population analysis, charges in e, atoms 1 to 8:
1 C -0.524
2 N -0.423
3 O 0.007
4 O 0.017
5 S 0.366
6 S 0.835
7 H -0.291
8 H 0.122

Relative energy of each structure, in eV: *A* 0.000; *B* 1.278; *C* 3.885.

*A*
DFT (ωB97M-V/def2-TZVPD) results for C3H5ClOS in the gas phase.

The geometry in ORCA input format:
```
! wB97M-V def2-TZVPD RIJCOSX def2/J DEFGRID3
* xyz 0 1
C 0.098 -0.500 -0.854
C 0.221 1.001 -0.934
C 0.058 -0.840 0.578
H -1.667 -1.115 -0.996
H 0.937 -1.053 -1.236
H -0.674 1.508 -0.914
H 0.478 1.330 -1.840
H 1.008 -0.699 0.980
O -1.026 -0.821 -1.659
S -1.218 -1.268 1.474
Cl 1.491 1.702 0.056
*
```

- orbital gap (eV) = 8.84
- SMILES = O[C@H](C=S)CCl
- lowest unoccupied orbital energy (eV) = -0.574

Löwdin population analysis, charges in e, atoms 1 to 8:
1 C -0.510
2 C -0.539
3 C -0.630
4 H 0.042
5 H 0.151
6 H 0.077
7 H 0.030
8 H 0.017

*B*
DFT (ωB97M-V/def2-TZVPD) results for 2 unconnected molecules or ions with the total composition C3H5ClOS.

The geometry in ORCA input format:
```
! wB97M-V def2-TZVPD RIJCOSX def2/J DEFGRID3
* xyz 0 1
C 0.684 0.700 -0.175
C 0.381 -0.133 1.141
C -0.507 -0.988 -1.066
O 0.157 0.035 -1.333
S -0.327 -1.694 0.469
Cl -2.534 1.153 -0.199
H 0.310 1.644 0.035
H 1.805 0.934 -0.216
H 1.322 -0.455 1.507
H -0.367 0.251 1.790
H -0.923 -1.446 -1.954
*
```

- orbital gap (eV) = 6.82
- lowest unoccupied orbital energy (eV) = -1.167

Löwdin population analysis, charges in e, atoms 1 to 8:
1 C -0.194
2 C -0.340
3 C -0.468
4 O -0.063
5 S 1.020
6 Cl -0.421
7 H 0.069
8 H 0.156

Relative energy of each structure, in eV: *A* 0.000; *B* 0.885.

*A*
DFT (ωB97M-V/def2-TZVPD) results for C5H8FN in the gas phase.

The geometry in ORCA input format:
```
! wB97M-V def2-TZVPD RIJCOSX def2/J DEFGRID3
* xyz 0 1
C 1.092 -0.666 -0.270
C 1.108 0.698 0.450
C -0.290 -1.319 -0.097
C -0.254 1.293 0.335
C -1.283 -0.217 -0.172
N -0.937 0.944 -0.916
F -2.490 -0.323 0.439
H 1.264 -0.504 -1.331
H 1.876 -1.311 0.118
H 1.369 0.575 1.503
H 1.863 1.335 -0.017
H -0.455 -2.051 -0.892
H -0.386 -1.825 0.866
H -0.752 1.830 1.127
H -1.725 1.542 -1.143
*
```

- orbital gap (eV) = 8.63
- SMILES = F[C@]12CCC[C@H]1N2
- lowest unoccupied orbital energy (eV) = 1.151

Löwdin population analysis, charges in e, atoms 1 to 8:
1 C -0.183
2 C -0.196
3 C -0.126
4 C -0.128
5 C -0.331
6 N 0.027
7 F 0.051
8 H 0.106

*B*
DFT (ωB97M-V/def2-TZVPD) results for a molecular structure, C5H8FN.

The geometry in ORCA input format:
```
! wB97M-V def2-TZVPD RIJCOSX def2/J DEFGRID3
* xyz 0 1
C -0.103 2.137 1.983
C 0.581 1.363 1.196
C -0.105 -0.343 -0.727
C -0.983 -0.775 -1.956
C 0.694 -1.328 0.030
N -0.302 0.858 -0.398
F 1.818 0.875 1.318
H 0.297 2.229 3.064
H -0.893 2.770 1.562
H -0.925 -0.215 -2.908
H -2.028 -0.822 -1.560
H -0.653 -1.857 -2.094
H 0.051 -2.304 -0.104
H 0.906 -1.072 1.168
H 1.644 -1.516 -0.573
*
```

- orbital gap (eV) = 10.08
- lowest unoccupied orbital energy (eV) = 0.948

Löwdin population analysis, charges in e, atoms 1 to 8:
1 C 0.012
2 C -0.280
3 C -0.511
4 C -0.050
5 C -0.078
6 N 0.153
7 F 0.034
8 H 0.099

Relative energy of each structure, in eV: *A* 0.000; *B* 1.461.

*A*
DFT (ωB97M-V/def2-TZVPD) results for C2H6N2O2 in the gas phase.

The geometry in ORCA input format:
```
! wB97M-V def2-TZVPD RIJCOSX def2/J DEFGRID3
* xyz 0 1
C -0.782 1.143 0.732
C 0.399 0.428 0.058
N 0.963 -1.984 -0.286
N 0.044 -1.113 -0.101
O 0.506 -3.133 -0.497
O 0.449 0.877 -1.260
H -1.303 0.562 1.557
H -1.346 1.363 -0.226
H -0.524 2.123 1.251
H 1.273 0.443 0.616
H -0.962 -1.392 -0.139
H 1.282 0.683 -1.704
*
```

- orbital gap (eV) = 10.03
- SMILES = C[C@H](O)NN=O
- lowest unoccupied orbital energy (eV) = 0.750

Löwdin population analysis, charges in e, atoms 1 to 8:
1 C -0.042
2 C -0.371
3 N -0.131
4 N 0.005
5 O -0.112
6 O -0.022
7 H 0.096
8 H 0.099

*B*
DFT (ωB97M-V/def2-TZVPD) results for 2 unconnected molecules or ions with the total composition C2H6N2O2.

The geometry in ORCA input format:
```
! wB97M-V def2-TZVPD RIJCOSX def2/J DEFGRID3
* xyz 0 1
C -1.172 -2.338 -1.015
N 1.618 2.416 0.974
C 0.131 0.813 0.418
O -0.141 -0.321 -0.077
O -1.525 -1.106 -1.378
N 1.318 1.368 0.232
H 2.449 2.917 0.703
H 0.912 2.894 1.533
H -0.605 1.308 1.079
H -0.471 -2.142 -0.123
H -2.000 -2.946 -0.613
H -0.514 -2.863 -1.733
*
```

- orbital gap (spin up / spin down) (eV) = 8.45 / 8.89
- lowest unoccupied orbital energy (spin up / spin down) (eV) = -1.160 / -0.129

Löwdin population analysis, charges in e, atoms 1 to 8:
1 C -0.258
2 N 0.051
3 C -0.304
4 O -0.053
5 O -0.075
6 N 0.018
7 H 0.109
8 H 0.111

Relative energy of each structure, in eV: *A* 0.000; *B* 2.347.

*A*
DFT (ωB97M-V/def2-TZVPD) results for C2H6N2O2 in the gas phase.

The geometry in ORCA input format:
```
! wB97M-V def2-TZVPD RIJCOSX def2/J DEFGRID3
* xyz 0 1
C 1.144 0.632 1.513
C -0.527 -0.599 -1.015
N -1.566 0.179 -0.616
O 0.730 -0.231 -0.604
O 0.809 0.956 0.186
N -0.677 -1.649 -1.690
H -1.347 1.137 -0.389
H -2.435 0.000 -1.088
H 0.181 -2.159 -1.858
H 2.102 0.110 1.563
H 1.221 1.599 2.009
H 0.365 0.027 1.988
*
```

- orbital gap (eV) = 10.26
- SMILES = [H]/N=C(/N)OOC
- lowest unoccupied orbital energy (eV) = 0.913

Löwdin population analysis, charges in e, atoms 1 to 8:
1 C -0.078
2 C -0.590
3 N 0.151
4 O -0.002
5 O -0.148
6 N 0.132
7 H 0.096
8 H 0.106

*B*
DFT (ωB97M-V/def2-TZVPD) results for C2H6N2O2 in the gas phase.

The geometry in ORCA input format:
```
! wB97M-V def2-TZVPD RIJCOSX def2/J DEFGRID3
* xyz 0 1
C 2.714 -0.269 0.349
C -0.545 0.227 -0.357
H 2.505 -0.731 1.328
H 3.419 -0.986 -0.048
H 3.040 0.751 0.497
H -0.646 -0.642 -0.975
H -1.723 1.022 0.966
H -3.239 -0.675 -0.449
N 0.600 0.741 -0.022
N -1.763 0.538 0.077
O 1.489 -0.249 -0.471
O -2.517 -0.680 0.263
*
```

- orbital gap (eV) = 9.27
- SMILES = CO/N=C/NO
- lowest unoccupied orbital energy (eV) = 0.833

Löwdin population analysis, charges in e, atoms 1 to 8:
1 C -0.069
2 C -0.226
3 H 0.075
4 H 0.074
5 H 0.071
6 H 0.132
7 H 0.137
8 H 0.135

Relative energy of each structure, in eV: *A* 0.000; *B* 1.790.